[1]
{"formula": "C19H36O10S", "method": "ωB97M-V with the def2-TZVPD basis set", "species": ["C", "C", "O", "O", "C", "O", "C", "O", "O", "S", "H", "H", "H", "H", "H", "H", "C", "C", "O", "C", "H", "H", "H", "H", "H", "H", "C", "C", "O", "C", "H", "H", "H", "H", "H", "H", "C", "C", "O", "C", "H", "H", "H", "H", "H", "H", "C", "C", "O", "C", "H", "H", "H", "H", "H", "H", "C", "C", "O", "C", "H", "H", "H", "H", "H", "H"], "coordinates": [[1.7911, -2.8946, 3.2370], [2.7305, -2.6393, 1.9153], [2.1853, -2.8071, 0.7059], [4.1427, -2.2209, 2.0324], [4.1439, -0.7490, 2.0139], [4.7889, -0.2912, 3.2424], [3.9080, 0.4615, 4.1355], [4.5229, 1.3064, 5.0095], [2.4461, 0.3760, 4.2468], [1.6778, 1.6616, 3.3943], [0.6701, -2.7200, 2.8989], [2.0705, -2.2136, 4.1561], [1.8722, -4.0186, 3.6289], [4.7661, -0.3441, 1.0834], [3.0435, -0.4009, 1.8405], [0.4295, 1.1150, 2.9563], [7.1206, -3.9177, 0.4161], [7.6849, -2.5473, 0.6798], [7.3863, -1.5867, -0.0279], [8.6286, -2.3976, 1.8431], [6.4559, -3.8753, -0.4531], [7.9315, -4.6185, 0.2024], [6.5442, -4.2549, 1.2813], [9.5068, -3.0307, 1.6929], [8.1193, -2.6671, 2.7717], [8.9561, -1.3548, 1.9127], [-0.0308, 0.5897, -0.5755], [1.1926, 1.4457, -0.3841], [1.9857, 1.2305, 0.5310], [1.4081, 2.5751, -1.3558], [-0.0562, -0.1850, 0.1981], [-0.9309, 1.2029, -0.4861], [0.0042, 0.1053, -1.5546], [0.5719, 3.2768, -1.3011], [1.5071, 2.1791, -2.3696], [2.3295, 3.1068, -1.0956], [-3.9682, 2.1014, 0.0922], [-3.2012, 2.1994, 1.3837], [-2.1330, 1.6096, 1.5383], [-3.7915, 3.0471, 2.4787], [-3.4230, 1.4571, -0.6056], [-4.9522, 1.6632, 0.2769], [-4.0711, 3.0933, -0.3550], [-4.7677, 2.6509, 2.7697], [-3.8865, 4.0811, 2.1378], [-3.1300, 3.0250, 3.3513], [-3.2487, -2.5431, -1.3045], [-4.0168, -1.2911, -1.6338], [-3.4386, -0.2387, -1.9001], [-5.5197, -1.3765, -1.6247], [-2.1749, -2.3324, -1.3495], [-3.4975, -2.8766, -0.2939], [-3.4827, -3.3246, -2.0317], [-5.8697, -1.6580, -0.6284], [-5.8548, -2.1060, -2.3663], [-5.9403, -0.3982, -1.8805], [-5.6761, 1.3197, -5.0090], [-5.4850, 2.5608, -4.1790], [-6.2315, 2.8199, -3.2365], [-4.3451, 3.4727, -4.5466], [-6.5357, 0.7577, -4.6288], [-5.8701, 1.5944, -6.0488], [-4.7872, 0.6873, -4.9419], [-4.4799, 3.8434, -5.5660], [-3.3970, 2.9363, -4.4589], [-4.3289, 4.3275, -3.8622]], "orbital_gap_ha": 0.3350}

[2]
{"formula": "C13H9CrN2O5Se", "method": "ωB97M-V with the def2-TZVPD basis set", "species": ["O", "C", "Cr", "C", "O", "C", "O", "C", "O", "C", "O", "H", "C", "N", "C", "Se", "N", "C", "C", "C", "C", "C", "C", "H", "H", "H", "H", "H", "H", "H", "H"], "coordinates": [[0.0331, 3.6409, -0.2526], [0.0770, 2.5034, -0.2669], [0.1227, 0.0736, 0.1455], [0.0698, -1.5951, 0.8903], [-0.0232, -2.6842, 1.3308], [-0.1802, -0.5446, -1.7109], [-0.3455, -1.2753, -2.6320], [1.9794, -0.0433, -0.0333], [3.1097, -0.3030, -0.2638], [-1.7062, -0.2156, -0.4051], [-2.7939, -0.4598, -0.7298], [0.1742, 0.6696, -1.6023], [-2.2563, -0.0848, 4.6767], [-0.8356, -0.4517, 4.6631], [0.0614, -0.0606, 3.7192], [-0.3408, 1.2215, 2.3542], [1.2711, -0.6125, 4.0821], [1.1496, -1.2683, 5.3226], [2.1213, -1.6630, 6.2272], [1.6945, -1.9776, 7.5297], [0.3401, -1.8956, 7.8929], [-0.6360, -1.4994, 6.9631], [-0.1908, -1.1841, 5.6759], [-2.6245, -0.2903, 5.6805], [-2.8014, -0.6882, 3.9437], [-2.3515, 0.9730, 4.4269], [2.1436, -0.4699, 3.5666], [3.1526, -1.7185, 5.8949], [2.4109, -2.2903, 8.2748], [0.0465, -2.1573, 8.9076], [-1.7025, -1.4290, 7.1876]], "spin_multiplicity": 4, "charge": 2, "orbital_gap_ha": [0.2564, 0.1584]}

[3]
{"formula": "C10H7F3O2PtS", "method": "ωB97M-V with the def2-TZVPD basis set", "species": ["Pt", "C", "C", "O", "C", "C", "C", "C", "C", "C", "O", "H", "H", "H", "H", "H", "H", "H", "S", "C", "F", "C", "F", "F"], "coordinates": [[0.4000, -0.7496, 2.1661], [-0.0402, 2.7699, -0.4142], [0.0084, 1.3080, -0.0439], [0.2526, 1.0761, 1.1954], [-0.2073, 0.3397, -1.0565], [-0.4624, 0.7247, -2.3902], [-0.6754, -0.2094, -3.4151], [-0.6529, -1.5752, -3.1992], [-0.4047, -2.0130, -1.8926], [-0.1823, -1.1179, -0.8216], [0.0303, -1.6420, 0.3232], [0.1422, 3.3490, 0.4872], [-1.0123, 3.0511, -0.8272], [0.7164, 3.0249, -1.1607], [-0.4956, 1.7739, -2.6413], [-0.8649, 0.1655, -4.4139], [-0.8198, -2.2756, -4.0037], [-0.3710, -3.0637, -1.6386], [0.5495, -3.8964, 3.6459], [0.5215, -2.4575, 3.0259], [0.1384, -0.3216, 4.9961], [0.8012, 0.1514, 3.9066], [2.1184, 0.1055, 4.2661], [0.5096, 1.4822, 3.9061]], "e_above_lowest_kj_mol": 0.00, "spin_multiplicity": 4, "charge": -1, "orbital_gap_ha": [0.1747, 0.2117]}

[4]
{"formula": "C25H38I2N2NaO3S3Sb", "method": "ωB97M-V with the def2-TZVPD basis set", "species": ["Na", "I", "C", "C", "C", "I", "C", "O", "C", "C", "N", "C", "C", "C", "C", "C", "C", "N", "C", "H", "H", "H", "H", "H", "H", "H", "H", "H", "H", "H", "C", "C", "S", "C", "C", "S", "C", "C", "S", "H", "H", "H", "H", "H", "H", "H", "H", "H", "H", "H", "H", "C", "C", "Sb", "C", "C", "C", "C", "H", "H", "H", "H", "H", "H", "H", "H", "H", "H", "H", "H", "H", "H", "H", "O", "O"], "coordinates": [[0.4697, 0.4087, -0.5227], [7.8104, 2.6492, 0.4904], [5.7445, 2.3627, 0.5439], [5.1317, 1.9352, 1.7076], [3.7552, 1.7701, 1.7420], [2.9390, 0.8997, 3.4595], [2.9242, 2.0647, 0.6405], [1.6239, 1.9791, 0.6738], [3.6066, 2.3962, -0.5663], [2.8174, 2.4642, -1.8432], [2.3292, 1.1316, -2.2185], [1.5342, 1.1452, -3.4378], [0.8729, -0.1908, -3.6883], [0.8843, -0.7824, -4.9462], [0.2261, -1.9878, -5.1245], [-0.4162, -2.5671, -4.0433], [-0.3713, -1.9136, -2.8224], [0.2564, -0.7521, -2.6476], [4.9805, 2.5568, -0.5978], [5.7194, 1.7155, 2.5883], [3.4421, 2.9174, -2.6267], [1.9396, 3.0983, -1.7244], [3.1184, 0.5025, -2.3195], [2.0969, 1.4447, -4.3326], [0.7419, 1.8908, -3.3046], [1.4027, -0.3015, -5.7654], [0.2182, -2.4673, -6.0950], [-0.9448, -3.5065, -4.1325], [-0.8602, -2.3235, -1.9484], [5.4590, 2.8269, -1.5319], [-3.6013, -2.6319, 0.5880], [-2.9105, -3.9624, 0.8709], [-1.5332, -4.3160, -0.2508], [-0.1975, -4.7472, 0.8889], [0.1253, -3.7717, 2.0185], [0.5287, -2.0855, 1.4893], [-0.5145, -1.0742, 2.5610], [-2.0271, -1.1818, 2.3778], [-2.6071, -1.1189, 0.6601], [-4.0055, -2.6350, -0.4268], [-4.4561, -2.5348, 1.2616], [-2.5372, -3.9966, 1.8931], [-3.6521, -4.7586, 0.7846], [-0.3904, -5.7284, 1.3287], [0.6695, -4.8600, 0.2352], [-0.7008, -3.7101, 2.7273], [0.9768, -4.1743, 2.5697], [-0.2629, -1.2760, 3.6049], [-0.1851, -0.0569, 2.3411], [-2.4023, -2.1032, 2.8242], [-2.4853, -0.3558, 2.9235], [0.9746, 4.9707, 3.2826], [0.3632, 3.6046, 2.9876], [-0.3280, 3.4158, 0.9830], [-2.2432, 4.3607, 1.0901], [-2.4386, 5.4336, 2.1559], [0.7742, 4.7859, -0.2326], [0.3130, 6.2335, -0.1032], [1.3381, 5.0145, 4.3111], [0.2577, 5.7831, 3.1548], [1.8286, 5.1725, 2.6330], [-0.4986, 3.3960, 3.6262], [1.0875, 2.8116, 3.1338], [-2.9182, 3.5182, 1.2507], [-2.4622, 4.7422, 0.0913], [-2.1919, 5.0639, 3.1530], [-3.4787, 5.7654, 2.1846], [-1.8234, 6.3160, 1.9738], [0.6279, 4.4175, -1.2473], [1.8309, 4.6711, 0.0144], [-0.7476, 6.3452, -0.3309], [0.8654, 6.8749, -0.7924], [0.4784, 6.6214, 0.9029], [-1.0693, 1.5550, 0.9824], [-0.9922, 2.1396, -0.4468]], "e_above_lowest_kj_mol": 0.00, "orbital_gap_ha": 0.2787}

[5]
{"formula": "C5H6O2", "method": "ωB97M-V with the def2-TZVPD basis set", "species": ["C", "C", "C", "C", "C", "O", "O", "H", "H", "H", "H", "H", "H"], "coordinates": [[-0.1887, 0.1417, -2.5327], [-1.1902, -0.6262, -0.4903], [-0.7849, 0.5997, -1.2150], [0.2240, -0.2662, -0.5175], [1.1216, -0.2654, 0.6109], [-0.3576, 0.4214, -3.6857], [0.6977, -0.7319, -2.0352], [-1.9418, -0.3632, 0.2376], [-1.4861, -1.5574, -0.8956], [-1.0783, 1.6806, -1.0192], [1.8267, -1.1469, 0.5255], [0.4885, -0.2095, 1.5692], [1.8969, 0.5393, 0.6257]], "e_above_lowest_kj_mol": 234.89, "orbital_gap_ha": 0.3952}

[6]
{"formula": "C4H9BIO2", "method": "ωB97M-V with the def2-TZVPD basis set", "species": ["C", "C", "O", "O", "C", "C", "B", "I", "H", "H", "H", "H", "H", "H", "H", "H", "H"], "coordinates": [[2.0752, -1.0360, -0.1758], [1.9772, 0.1110, 0.7949], [2.9365, 0.4046, 1.4999], [0.8092, 0.7504, 0.9433], [0.0449, 0.9860, -0.2600], [-1.0581, -0.0404, -0.5065], [-2.5104, 0.3628, 0.1514], [-3.2536, -1.2784, 1.5411], [3.0693, -1.0409, -0.6034], [1.9448, -1.9586, 0.3783], [1.3418, -1.0192, -0.9695], [-0.4034, 1.9645, -0.1366], [0.7355, 1.0704, -1.1008], [-0.7276, -0.9806, -0.0724], [-1.1635, -0.1787, -1.5809], [-3.3564, 0.5008, -0.7094], [-2.4614, 1.3824, 0.8066]], "charge": -1, "orbital_gap_ha": 0.2797}

Table of largest force on an atom (eV/A), in record order: 9.310 9.529 0.351 0.199 2.910 1.581